Entry 1:
{"formula": "C3H8NO2", "method": "the ωB97M-V functional and the def2-TZVPD basis", "molar_mass_g_mol": 90.1, "homo_lumo_gap_ev": 11.872, "lumo_energy_ev": -3.6, "homo_ev": -15.5, "charge": 1, "smiles": "C[NH2+]CC(=O)O", "species": ["O", "C", "C", "N", "C", "O", "H", "H", "H", "H", "H", "H", "H", "H"], "positions_angstrom": [[-2.14, 0.94, -1.62], [-0.84, 0.81, -1.39], [-0.61, 0.19, -0.03], [0.81, -0.02, 0.26], [1.14, -0.93, 1.46], [0.05, 0.90, -2.19], [-2.27, 0.97, -2.57], [-1.21, -0.69, 0.16], [-0.97, 0.90, 0.71], [1.28, -0.49, -0.51], [1.34, 0.82, 0.47], [1.00, -1.99, 1.26], [0.33, -0.88, 2.19], [2.09, -0.52, 1.80]], "mulliken_charge": [-0.4094, 0.5649, -0.6340, -0.1582, -0.8053, -0.5013, 0.3753, 0.4115, 0.3659, 0.3543, 0.3885, 0.3572, 0.3593, 0.3312]}


Entry 2:
{"formula": "CH7N3O3PS", "method": "the ωB97M-V functional and the def2-TZVPD basis", "molar_mass_g_mol": 172.1, "homo_lumo_gap_ev": 7.360, "lumo_energy_ev": 3.6, "homo_ev": -3.8, "charge": -1, "species": ["C", "N", "N", "N", "O", "O", "O", "P", "S", "H", "H", "H", "H", "H", "H", "H"], "positions_angstrom": [[-2.64, 0.40, 0.92], [2.20, -1.32, -0.44], [-0.15, -1.09, -1.59], [-2.51, 1.56, 1.33], [1.18, 2.27, 1.13], [0.08, -1.45, 0.94], [2.75, 1.44, -0.65], [0.66, -0.62, -0.18], [1.36, 1.65, -0.23], [-2.22, -0.18, 0.13], [-3.25, -0.15, 1.56], [2.44, -2.17, 0.19], [2.93, -0.62, -0.27], [-1.16, -1.28, -1.34], [0.04, -0.58, -2.41], [-1.73, 2.14, 0.90]], "mulliken_charge": [0.0798, -0.6790, -0.5705, -0.6171, -0.5730, -0.7508, -0.6221, 0.7504, 0.4191, -0.0584, 0.2339, 0.2691, 0.3022, 0.2912, 0.2335, 0.2918]}


Entry 3:
{"formula": "C3H7N5O", "method": "the ωB97M-V functional and the def2-TZVPD basis", "molar_mass_g_mol": 129.1, "homo_lumo_gap_ev": 9.041, "lumo_energy_ev": 0.3, "homo_ev": -8.8, "charge": 0, "smiles": "[H]/N=c1/nn[nH]n1CCO", "species": ["C", "C", "C", "H", "H", "H", "H", "H", "H", "H", "N", "N", "N", "N", "N", "O"], "positions_angstrom": [[-2.32, 0.64, -0.13], [-1.02, 0.94, 0.52], [1.44, 0.53, -0.19], [-3.23, -0.98, -0.49], [-2.39, 1.06, -1.12], [-3.22, 1.12, 0.35], [-0.73, 2.05, 0.43], [-0.81, 0.70, 1.67], [-0.63, -1.85, 0.01], [1.41, 2.49, -0.26], [0.04, 0.07, -0.16], [0.14, -1.21, 0.40], [1.36, -1.61, 0.07], [2.13, -0.66, -0.20], [2.01, 1.72, -0.08], [-2.35, -0.68, -0.26]], "mulliken_charge": [-0.4492, -0.5360, 0.4873, 0.3231, 0.3007, 0.3642, 0.2958, 0.3202, 0.2893, 0.2315, 0.1601, 0.0407, -0.4170, -0.2654, -0.6374, -0.5078]}


Relative energy (zero: lowest compared OMol25 entry of this formula, charge and spin) across the listed records, respectively: 1.129, 0.000, 4.079 eV.